{
  "formula": "C6H14N2O2",
  "method": "wB97M-V/def2-TZVPD",
  "homo_lumo_gap_ev": 10.10,
  "e_tot_ev": -13523.80972,
  "smiles": "CNC(C)=O.CNC(C)=O",
  "e_above_lowest_kj_mol": 175.1,
  "species": ["H", "C", "H", "H", "H", "H", "C", "O", "H", "O", "C", "H", "H", "H", "C", "N", "H", "H", "C", "N", "H", "H", "H", "C"],
  "xyz": [[-1.3825, 1.3713, -2.4954], [-1.8387, 0.0372, -0.9134], [0.4860, -0.1877, 2.6007], [-0.0714, 0.1735, -2.3295], [-2.2706, -1.2264, 1.3394], [2.7748, 1.4462, 0.4091], [1.4617, 0.1663, 2.2566], [0.9460, -1.2076, 0.3070], [2.2915, 0.2433, -2.0817], [-2.3037, -1.0328, -1.2390], [3.0047, 0.1013, -1.2435], [-3.7529, -0.2552, 1.1377], [-1.5611, 1.5134, 0.6094], [-0.1696, 1.5398, -1.2066], [-0.8285, 0.7951, -1.7402], [2.4671, 0.5013, 0.0513], [3.0554, -0.9364, -1.2884], [1.4214, 1.2216, 2.2729], [-2.6720, -0.2089, 1.3422], [-2.0872, 0.7258, 0.2767], [2.3984, -0.3257, 2.6580], [3.9190, 0.5278, -1.6059], [-2.7229, 0.4047, 2.2552], [1.5040, -0.2538, 0.7791]]
}

***

{
  "formula": "C6H14N2O2",
  "method": "wB97M-V/def2-TZVPD",
  "homo_lumo_gap_ev": 9.63,
  "e_tot_ev": -13523.14237,
  "smiles": "CNC(C)=O.CNC(C)=O",
  "e_above_lowest_kj_mol": 239.5,
  "species": ["H", "C", "H", "O", "C", "H", "H", "H", "C", "O", "H", "C", "C", "N", "H", "C", "H", "H", "N", "H", "H", "H", "H", "H"],
  "xyz": [[1.2468, 0.4533, 2.2568], [0.3714, -1.8094, 2.0501], [1.0558, 3.0668, -2.1419], [-0.7069, 0.6629, -1.1700], [1.4677, 1.1426, -2.7611], [-0.3382, -0.8547, 0.2775], [-1.3955, -3.3431, 0.9798], [-0.6433, 4.0794, -1.0830], [-1.5930, -2.4500, 0.5559], [0.1848, -2.7322, 2.7982], [2.0597, 1.5645, -3.6010], [1.3417, -0.6756, 2.3758], [-0.4291, 1.8279, -1.3640], [0.7243, 2.1474, -2.0618], [2.1697, -0.7675, 1.7155], [-1.0940, 3.1208, -0.9150], [-2.1483, 3.0589, -1.3743], [-1.1618, 3.1290, 0.2324], [-0.3190, -1.6261, 0.8211], [1.9389, 0.5186, -2.0193], [1.7344, -0.7895, 3.3728], [0.9103, 0.3761, -3.1477], [-2.0484, -2.5174, -0.4142], [-2.4287, -2.0069, 0.9551]]
}

***

{
  "formula": "C6H14N2O2",
  "method": "wB97M-V/def2-TZVPD",
  "homo_lumo_gap_ev": 9.61,
  "e_tot_ev": -13524.58101,
  "smiles": "CNC(C)=O.CNC(C)=O",
  "e_above_lowest_kj_mol": 100.7,
  "species": ["H", "C", "H", "H", "C", "H", "H", "H", "H", "C", "H", "H", "O", "C", "O", "N", "N", "C", "H", "H", "H", "H", "H", "C"],
  "xyz": [[1.3735, -3.0908, -1.2404], [-2.0598, -0.7098, -1.9478], [0.0724, -0.8182, -0.7542], [-1.8165, 1.3311, 2.7199], [-0.9850, -1.7307, -2.2396], [1.9618, 0.1033, 1.0985], [1.0353, 2.4433, 2.7241], [-1.2925, 3.1238, 2.5135], [-3.0867, -1.1224, -1.8641], [-1.3811, 2.1156, 2.0736], [-2.1320, 0.1337, -2.6499], [3.0157, 1.4493, 1.5083], [-0.2671, 0.6875, 0.5081], [-0.1240, 1.4769, 1.4215], [-1.0753, -2.5727, -3.1024], [1.0355, 1.6690, 2.0863], [0.1876, -1.3747, -1.5940], [1.3854, -2.1481, -1.8079], [2.4879, 0.1865, 2.7050], [-2.2343, 2.2752, 1.3924], [-2.0616, -0.2906, -0.9350], [2.2485, -1.5142, -1.6494], [1.5220, -2.4546, -2.8392], [2.1902, 0.8314, 1.8727]]
}